Record 1
{
  "formula": "C43H36AsBF7N6O3STi",
  "method": "the ωB97M-V functional and the def2-TZVPD basis",
  "elements": ["Ti", "C", "C", "C", "C", "C", "C", "N", "C", "C", "C", "C", "C", "C", "N", "N", "C", "C", "C", "C", "C", "N", "H", "H", "H", "H", "H", "H", "H", "H", "H", "H", "H", "H", "H", "F", "C", "F", "F", "C", "C", "C", "C", "N", "C", "S", "H", "H", "H", "N", "C", "C", "O", "O", "H", "H", "H", "H", "H", "F", "B", "F", "F", "F", "O", "As", "C", "C", "C", "C", "C", "C", "C", "C", "C", "C", "C", "C", "C", "C", "C", "C", "C", "C", "H", "H", "H", "H", "H", "H", "H", "H", "H", "H", "H", "H", "H", "H", "H"],
  "coordinates": [[-0.259772, 0.986873, -0.427074], [1.379683, -3.522778, -4.032048], [1.549572, -3.491129, -2.643955], [0.752067, -2.642821, -1.859201], [0.072957, -1.588469, -2.463674], [0.094483, -1.472231, -3.870960], [0.901169, -2.336581, -4.626026], [-0.776859, -0.710808, -1.698921], [-2.012687, -1.120565, -1.319217], [-2.528581, -2.447162, -1.558276], [-3.694213, -2.951575, -1.070396], [-4.470462, -2.097285, -0.250388], [-4.023125, -0.812136, 0.072475], [-2.833458, -0.294618, -0.464260], [-2.307100, 0.960283, -0.301900], [-2.981249, 1.841039, 0.489513], [-4.111821, 2.372474, -0.094135], [-4.398227, 2.175661, -1.479518], [-5.763913, 2.143187, -1.846645], [-6.707322, 2.634953, -0.942498], [-6.300538, 3.070527, 0.324843], [-5.068438, 2.850713, 0.784418], [1.546501, -4.364479, -4.686815], [2.330427, -4.127612, -2.153813], [0.821342, -2.615532, -0.737793], [-0.546920, -0.744130, -4.335749], [1.151509, -2.038192, -5.641131], [-1.818307, -3.062458, -2.041163], [-3.986079, -3.922113, -1.415451], [-5.462285, -2.390786, 0.099760], [-4.502529, -0.086858, 0.702679], [-3.523713, 2.066045, -2.151095], [-6.095197, 1.672416, -2.758829], [-7.695413, 2.887104, -1.306437], [-6.964181, 3.355389, 1.116065], [0.263990, 5.522426, 2.664747], [1.392976, 5.345923, 1.993835], [2.088957, 6.457705, 1.974079], [2.101422, 4.407067, 2.837602], [1.052994, 4.791587, 0.644081], [1.275656, 5.556147, -0.495153], [0.729902, 5.127292, -1.682869], [0.045911, 3.888621, -1.725274], [-0.090099, 3.105314, -0.645011], [0.374735, 3.560964, 0.528217], [-0.070059, 2.528691, 1.799470], [1.683968, 6.578444, -0.419678], [0.835990, 5.765655, -2.583654], [-0.379352, 3.496744, -2.653089], [3.022508, 1.011267, -3.563759], [3.337470, 1.938291, -2.433049], [2.508648, 1.520334, -1.218351], [2.932717, 1.854449, -0.109265], [1.387514, 0.875199, -1.458909], [3.168145, -0.000614, -3.277540], [3.683600, 1.224354, -4.314562], [1.982850, 1.159036, -3.838051], [2.989214, 3.010357, -2.523332], [4.400209, 1.928236, -2.156180], [-1.442358, 2.066952, -2.976384], [-0.861541, 2.083877, -4.281121], [-0.916468, 3.345150, -4.885249], [-1.563473, 1.072660, -5.006195], [0.543495, 1.716826, -4.214654], [0.230143, -0.227295, 0.950121], [1.029800, -1.282764, 2.070708], [2.486302, -2.353418, 1.335718], [2.463991, -3.736700, 1.392868], [3.554353, -4.477363, 0.997060], [4.741972, -3.873668, 0.609935], [4.797041, -2.441156, 0.563292], [3.655365, -1.681594, 0.800965], [1.786667, -0.368644, 3.625478], [1.888828, -1.075125, 4.808773], [2.401733, -0.421908, 5.968758], [2.856004, 0.886069, 5.905046], [2.979475, 1.435648, 4.625684], [2.379711, 0.901875, 3.493619], [-0.436919, -2.480598, 2.536706], [-0.986726, -3.291694, 1.551489], [-2.106504, -4.110880, 1.804436], [-2.528399, -4.243372, 3.135804], [-1.976604, -3.430555, 4.129569], [-0.984122, -2.500739, 3.815063], [1.618252, -4.196582, 1.882634], [3.431818, -5.574788, 1.020732], [5.718691, -4.366362, 0.475672], [5.764753, -1.935570, 0.366030], [3.595080, -0.606284, 0.532827], [1.653680, -2.165615, 4.787095], [2.454863, -0.865219, 7.031378], [3.212999, 1.412141, 6.779142], [3.471662, 2.356109, 4.401677], [2.299124, 1.498298, 2.611309], [-0.614445, -3.259209, 0.533170], [-2.632242, -4.614943, 0.967630], [-3.367843, -4.890864, 3.401837], [-2.481706, -3.408005, 5.143114], [-0.603640, -1.724526, 4.551573]],
  "atomic_forces_ev_per_a": [[-1.80, -0.38, 0.22], [0.42, 1.67, -0.25], [-0.24, -1.16, 0.78], [1.67, 1.10, 0.84], [-1.92, -0.06, -0.38], [0.91, -0.12, 0.87], [-0.98, -0.13, 0.65], [0.50, 1.31, 0.82], [-1.50, -1.86, 0.95], [1.63, 1.60, 0.15], [-0.63, 1.57, 0.42], [-0.36, 0.20, 0.13], [0.69, 0.00, -0.70], [0.69, -1.21, -2.08], [1.04, 0.16, 1.42], [-0.21, 1.31, -0.37], [-1.49, -0.77, 0.32], [-0.41, -0.02, 0.02], [1.28, 0.31, 0.84], [0.11, 0.76, -0.32], [1.46, -1.30, 0.02], [0.97, -0.25, -0.81], [1.16, -0.07, 0.15], [-1.29, 0.02, -0.40], [0.06, -0.24, -1.38], [0.29, 0.51, -0.14], [-0.68, -0.72, -0.28], [0.25, -0.88, -0.89], [-0.40, -0.44, 0.28], [0.37, -0.10, 0.04], [-0.83, -0.32, 0.34], [-0.95, -0.48, 0.27], [0.14, 0.46, -0.44], [-0.24, -0.55, 0.24], [-0.64, 0.59, -0.11], [-0.44, 0.79, 0.47], [0.12, -2.95, 1.27], [0.37, 0.46, -0.01], [-0.44, 1.60, -1.62], [0.81, 0.41, -0.58], [-0.55, 0.57, 1.13], [-0.48, -0.73, -1.44], [0.84, 0.98, -0.67], [0.47, 1.15, -1.56], [-0.32, 0.01, 1.39], [-0.11, -0.56, -0.22], [0.10, -0.79, 0.00], [-0.29, -0.75, 0.61], [0.37, 0.68, 0.77], [-0.14, -0.19, 0.13], [-0.76, 0.38, 1.34], [-0.35, -0.31, 1.74], [-0.45, -0.45, -1.23], [2.36, 0.82, -0.63], [-0.45, 1.46, -0.31], [-0.57, -0.21, -0.25], [0.81, -0.22, 0.03], [0.43, -1.17, -0.96], [-0.38, -0.12, -0.32], [0.45, -0.04, -0.74], [-1.39, -1.00, -0.75], [-0.04, -0.66, 0.53], [0.86, 0.98, 0.21], [0.07, 0.04, 0.15], [1.77, -2.11, 1.59], [-1.52, 0.74, -0.93], [1.25, 1.23, -1.14], [-0.57, 1.08, 0.82], [0.67, -1.49, -0.43], [0.56, 1.80, 0.60], [-0.01, -0.58, -0.13], [-1.27, -0.43, 0.29], [0.17, 0.35, -0.88], [0.52, -0.72, 1.06], [-0.45, -0.79, 1.47], [0.43, -0.53, -1.42], [-0.51, 0.56, -0.47], [-0.51, -1.12, 1.16], [0.32, -0.25, 0.25], [-0.72, -0.36, -0.63], [0.49, 0.03, 0.34], [-0.20, 0.36, -0.35], [-0.89, 0.55, 0.90], [0.61, 0.93, 1.10], [-0.14, -0.36, -0.28], [0.40, 0.66, 0.04], [-0.94, -0.23, -0.13], [-0.83, -0.41, -0.15], [0.26, -0.65, 0.69], [0.00, 1.06, 0.47], [-0.36, 0.13, -2.11], [0.04, -0.07, -0.01], [0.24, 0.73, 0.57], [0.15, 0.07, -0.61], [-0.06, 0.10, 0.05], [0.60, 0.31, 0.75], [0.31, 0.16, -0.19], [0.94, -0.13, -1.26], [-0.74, -1.32, -0.75]],
  "homo_lumo_gap_ev": [5.717, 5.638],
  "multiplicity": 2,
  "lumo_ev": [-0.5, -0.6],
  "de_lowest_ev": 3.592,
  "charge": 0,
  "homo_ha": [-0.23006, -0.22836]
}


Record 2
{
  "formula": "C5H6BrF",
  "method": "the ωB97M-V functional and the def2-TZVPD basis",
  "elements": ["C", "C", "C", "C", "C", "F", "Br", "H", "H", "H", "H", "H", "H"],
  "coordinates": [[-1.199133, 0.175513, 1.876001], [-1.921845, 0.291880, -1.203735], [-0.874630, -0.820637, 0.793714], [-0.594295, -0.054943, -0.515147], [0.504183, 0.901741, -0.206541], [-1.572873, -0.485123, 2.989163], [-1.968586, 1.978939, -1.879216], [0.143496, -1.220760, 0.952498], [-1.494154, -1.657581, 0.930034], [-0.087306, -0.725292, -1.269715], [0.647389, 1.110248, 0.880343], [0.451398, 1.849590, -0.731532], [1.434895, 0.519355, -0.479674]],
  "atomic_forces_ev_per_a": [[-0.30, -0.37, 0.59], [0.89, -0.93, 0.81], [1.76, 0.91, 0.71], [-1.06, -0.66, -1.06], [0.22, 2.03, 1.29], [0.44, 0.15, -1.23], [-0.01, 0.74, -0.34], [-0.21, 0.00, 0.84], [-1.27, -1.17, -0.68], [-1.19, -0.04, 0.46], [-0.58, 0.11, -0.77], [-0.30, 0.19, 0.05], [1.61, -0.97, -0.67]],
  "homo_lumo_gap_ev": 8.114,
  "lumo_ev": -0.7,
  "de_lowest_ev": 5.163,
  "charge": 0,
  "homo_ha": -0.32435
}


Record 3
{
  "formula": "C5H3F3",
  "method": "the ωB97M-V functional and the def2-TZVPD basis",
  "elements": ["C", "C", "C", "C", "C", "F", "F", "F", "H", "H", "H"],
  "coordinates": [[-1.785029, -1.223922, -1.155944], [-0.914442, -0.573259, -0.507057], [0.198295, 0.267148, 1.648356], [0.175848, 1.526561, 0.871705], [-0.236317, 0.251654, 0.193868], [-0.844592, -0.075803, 2.483039], [-0.887523, 2.394506, 1.041460], [-2.857810, -0.759864, 0.335523], [-2.209223, -2.129408, -1.514005], [1.124059, -0.160297, 1.844584], [1.014630, 2.179754, 0.633665]],
  "atomic_forces_ev_per_a": [[-2.31, 0.51, 3.46], [1.24, 0.75, -1.11], [-2.44, -0.56, -0.98], [-2.11, 1.21, -1.01], [1.80, 0.61, 1.50], [1.24, 0.64, -0.15], [0.30, -0.39, 0.36], [0.34, -1.02, -2.49], [0.03, -0.14, -0.44], [1.49, -0.72, 0.92], [0.43, -0.89, -0.05]],
  "homo_lumo_gap_ev": 8.778,
  "lumo_ev": -1.2,
  "de_lowest_ev": 5.534,
  "charge": 0,
  "homo_ha": -0.36849
}